Below is C33H32FN5O4PtS2 as an isolated structure at a distorted geometry, with properties calculated with the ωB97M-V functional and the def2-TZVPD basis.

```
78
Properties=species:S:1:pos:R:3:mulliken_charge:R:1
Pt 0.145 0.087 -0.042 0.68
C -2.610 3.333 -1.160 -1.59
C -1.483 2.618 -0.461 1.04
N -1.495 1.318 -0.427 0.23
N -2.656 0.782 -0.961 -0.66
C -2.703 -0.495 -0.956 0.45
S -1.458 -1.549 -0.461 -0.26
S -4.224 -1.198 -1.543 -0.17
C -3.551 -2.325 -2.828 -1.35
C -2.756 -1.563 -3.855 0.65
C -3.400 -0.684 -4.726 -0.27
C -2.674 0.070 -5.633 -0.60
C -1.287 -0.030 -5.669 -0.38
C -0.639 -0.892 -4.798 -0.66
C -1.371 -1.662 -3.900 -0.21
C -0.455 3.424 0.186 0.34
C -0.815 4.660 0.742 -0.75
C 0.095 5.447 1.415 -0.73
C 1.415 5.001 1.524 -0.74
C 1.799 3.807 0.956 -0.43
C 0.874 2.970 0.283 0.79
O 1.258 1.872 -0.282 -0.93
H -2.841 2.812 -2.085 0.42
H -2.333 4.363 -1.370 0.48
H -3.518 3.313 -0.553 0.32
H -4.444 -2.773 -3.266 0.45
H -2.954 -3.084 -2.330 0.49
H -4.478 -0.580 -4.668 0.33
H -3.187 0.744 -6.309 0.37
H -0.716 0.568 -6.369 0.37
H 0.442 -0.964 -4.807 0.38
H -0.860 -2.331 -3.218 0.43
H -1.851 4.978 0.688 0.41
H -0.213 6.385 1.860 0.37
H 2.141 5.593 2.071 0.39
H 2.826 3.477 1.036 0.27
F 5.632 3.147 0.106 -0.36
C 5.630 1.796 -0.042 0.75
C 4.444 1.136 0.126 -0.54
C 4.380 -0.240 -0.008 0.32
C 3.107 -0.921 0.297 1.31
O 2.213 -0.276 0.841 -0.98
C 3.074 -2.315 -0.062 -0.25
C 4.212 -2.923 -0.453 -0.21
N 5.437 -2.312 -0.575 0.33
C 6.618 -3.113 -0.742 -0.11
C 7.413 -3.048 -2.016 -0.52
C 6.602 -4.266 -1.688 -0.97
C 5.529 -0.948 -0.379 -0.59
C 6.731 -0.254 -0.545 -0.45
C 6.810 1.115 -0.354 -1.10
N 8.091 1.741 -0.510 0.14
C 9.194 1.150 0.247 -0.57
C 10.472 1.310 -0.601 -0.76
N 10.203 2.432 -1.557 -0.13
C 9.632 3.592 -0.800 -0.72
C 8.182 3.202 -0.437 -0.78
C 1.786 -3.127 -0.062 0.26
O 1.888 -4.316 -0.417 -0.80
O 0.778 -2.480 0.290 -0.69
H 3.525 1.661 0.373 0.47
H 4.173 -3.979 -0.687 0.65
H 7.186 -3.239 0.174 0.34
H 8.492 -3.106 -1.941 0.30
H 7.051 -2.407 -2.810 0.25
H 7.110 -5.173 -1.392 0.26
H 5.701 -4.434 -2.261 0.33
H 7.618 -0.797 -0.840 0.86
H 9.003 0.101 0.437 0.50
H 9.313 1.644 1.220 0.29
H 10.689 0.417 -1.184 0.44
H 11.339 1.557 0.007 0.36
H 9.436 2.096 -2.150 0.37
H 11.016 2.674 -2.117 0.31
H 9.662 4.491 -1.409 0.39
H 10.246 3.750 0.083 0.31
H 7.488 3.631 -1.153 0.52
H 7.934 3.601 0.549 0.49
```

Properties
E   -2866.87119 Ha
LUMO energy   -1.77 eV
2S+1   1
Total charge   0
Highest occupied orbital energy   -0.2260 hartree
Kohn-Sham gap   4.38 eV
Relative energy (zero: lowest compared OMol25 entry of this formula, charge and spin)   154.3 kJ/mol


Below is C33H32NOP2Pd as an isolated structure at a distorted geometry, with properties calculated with the ωB97M-V functional and the def2-TZVPD basis.

```
70
Properties=species:S:1:pos:R:3:mulliken_charge:R:1
Pd -0.039 -0.165 -1.130 -0.64
C 2.362 2.082 -0.524 -0.66
P 2.215 0.399 -1.354 1.66
C 2.335 0.818 -3.125 0.45
C 3.496 0.686 -3.879 -0.36
C 3.458 0.928 -5.242 -0.71
C 2.275 1.314 -5.851 -0.57
C 1.117 1.462 -5.102 -0.78
C 1.145 1.207 -3.745 -0.02
C 3.742 -0.485 -0.950 0.20
C 4.909 0.113 -0.488 -0.21
C 5.999 -0.678 -0.170 -0.72
C 5.932 -2.054 -0.310 -0.49
C 4.772 -2.654 -0.777 -0.73
C 3.679 -1.871 -1.090 -0.27
C 0.997 2.641 -0.368 -0.06
C 0.489 3.960 -0.499 -1.11
C -0.883 3.870 -0.354 -1.04
C -1.178 2.499 -0.136 0.39
C -2.447 1.747 -0.065 -0.90
P -2.336 0.291 -1.286 1.86
C -3.676 0.782 -2.409 0.53
C -4.947 0.220 -2.358 -0.41
C -5.940 0.711 -3.187 -0.73
C -5.669 1.750 -4.063 -0.52
C -4.399 2.303 -4.123 -0.71
C -3.404 1.822 -3.294 -0.29
C -2.942 -1.231 -0.503 0.19
C -3.073 -2.319 -1.373 -0.01
C -3.323 -3.583 -0.876 -1.04
C -3.427 -3.777 0.494 -0.46
C -3.295 -2.704 1.359 -0.83
C -3.040 -1.435 0.866 -0.46
N -0.024 1.800 -0.104 -0.22
H 3.019 2.752 -1.084 0.45
H 2.801 1.881 0.461 0.51
H 4.419 0.384 -3.404 0.42
H 4.350 0.800 -5.836 0.41
H 2.249 1.493 -6.915 0.40
H 0.194 1.754 -5.580 0.48
H 0.233 1.304 -3.144 0.12
H 4.969 1.185 -0.376 0.39
H 6.906 -0.220 0.195 0.43
H 6.785 -2.662 -0.054 0.40
H 4.726 -3.727 -0.885 0.42
H 2.756 -2.318 -1.440 0.28
H 1.068 4.848 -0.667 0.51
H -1.601 4.666 -0.390 0.52
H -3.318 2.370 -0.280 0.44
H -2.545 1.289 0.924 0.33
H -5.159 -0.588 -1.672 0.39
H -6.932 0.288 -3.143 0.42
H -6.451 2.134 -4.699 0.39
H -4.188 3.108 -4.810 0.43
H -2.409 2.251 -3.313 0.30
H -2.984 -2.157 -2.441 0.50
H -3.439 -4.419 -1.551 0.49
H -3.609 -4.767 0.885 0.43
H -3.394 -2.853 2.424 0.46
H -2.919 -0.610 1.554 0.30
C 0.411 -4.175 1.313 -1.35
C 0.257 -3.464 0.004 0.92
C 0.520 -4.281 -1.226 -1.45
O -0.073 -2.297 -0.050 -0.33
H 0.174 -5.228 1.217 0.41
H -0.214 -3.714 2.074 0.35
H 1.450 -4.090 1.632 0.36
H -0.354 -4.909 -1.401 0.43
H 1.385 -4.927 -1.094 0.39
H 0.662 -3.632 -2.090 0.35
```

Properties
E   -2217.07246 Ha
LUMO energy (alpha / beta)   -4.62 / -4.61 eV
2S+1   1
Total charge   +1
Highest occupied orbital energy (alpha / beta)   -0.3570 / -0.3570 hartree
Kohn-Sham gap (alpha / beta)   5.10 / 5.10 eV